No. 1
{"formula": "C5H5N3O", "method": "the ωB97M-V functional and the def2-TZVPD basis", "symbols": ["O", "C", "C", "C", "N", "C", "N", "N", "C", "H", "H", "H", "H", "H"], "positions_angstrom": [[1.66499, 1.36680, 1.76345], [0.91982, 0.69677, 0.96909], [0.45359, -0.56864, 1.69720], [-0.70237, -1.12924, 1.03138], [-1.62010, -0.41932, 0.24184], [-1.53157, -0.03311, -0.94469], [-0.38534, -0.22380, -1.74959], [0.75381, 0.42634, -1.63243], [1.20110, 0.92791, -0.52656], [1.04467, -0.96343, 2.41742], [-1.08398, -2.26295, 1.21562], [-2.16005, 1.00523, -1.27885], [-0.69408, -0.32908, -2.65752], [2.13951, 1.50653, -0.54637]], "mol_weight_g_mol": 123.11, "smiles": "O=C1/C=C\\N=C/N/N=C\\1", "total_charge": 0, "homo_lumo_gap_ev": 8.78, "homo_ev": -9.065, "total_energy_ev": -11778.6573}



No. 2
{"formula": "C12H14FI", "method": "the ωB97M-V functional and the def2-TZVPD basis", "symbols": ["C", "C", "I", "C", "C", "C", "C", "C", "C", "C", "F", "C", "C", "C", "H", "H", "H", "H", "H", "H", "H", "H", "H", "H", "H", "H", "H", "H"], "positions_angstrom": [[-3.36967, -1.56767, 1.57139], [-3.02726, -0.62059, 0.75413], [-4.24018, 0.97199, 0.19367], [-1.56722, -0.84151, 0.07744], [-1.76026, -0.68915, -1.41367], [-1.61784, 0.56922, -1.86542], [-1.38961, 1.66616, -0.85957], [-0.59389, 1.43549, 0.17622], [-0.26752, -0.00416, 0.42809], [1.02772, -0.40204, 0.22636], [1.31621, -1.72002, 0.40297], [2.16929, 0.51003, 0.10577], [3.05262, 0.41127, 1.39872], [3.03500, 0.06081, -1.14015], [-4.36941, -1.81246, 2.02414], [-2.59585, -2.29447, 1.74773], [-1.34938, -1.97269, 0.31149], [-1.81449, -1.59477, -1.87380], [-1.86476, 0.62832, -2.88718], [-1.64785, 2.69258, -1.04646], [-0.11399, 2.15102, 0.83146], [1.78262, 1.47277, 0.06151], [4.17832, 0.60204, 1.14082], [2.54239, 1.16419, 2.07833], [2.92401, -0.68752, 1.75498], [2.96949, -1.02354, -1.10359], [4.06669, 0.50962, -1.02589], [2.52482, 0.38508, -2.06946]], "mol_weight_g_mol": 304.15, "smiles": "C=C(I)[C@H]1C=CC=C/C1=C(/F)C(C)C", "total_charge": 0, "homo_lumo_gap_ev": 8.73, "homo_ev": -8.310, "total_energy_ev": -23484.7555}



No. 3
{"formula": "C3H6FN2", "method": "the ωB97M-V functional and the def2-TZVPD basis", "symbols": ["C", "C", "C", "N", "N", "F", "H", "H", "H", "H", "H", "H"], "positions_angstrom": [[-0.84650, 0.86152, -2.54284], [-1.33449, 0.10655, -1.62837], [0.55780, -0.18081, 0.94114], [1.45839, -1.15172, 0.84959], [0.08551, 0.18824, 2.09044], [-2.15853, -0.40727, -0.85612], [-1.55001, 1.46989, -3.13544], [0.27761, 1.20987, -2.56191], [1.69705, -1.50748, -0.11362], [1.80391, -1.57218, 1.72222], [-0.59912, 1.01166, 2.22888], [0.60839, -0.02827, 3.00603]], "mol_weight_g_mol": 89.09, "total_charge": 1, "homo_lumo_gap_ev": [5.88, 7.80], "homo_ev": [-12.531, -13.526], "total_energy_ev": -8893.4323}



No. 4
{"formula": "C10H14BFN6Pt", "method": "the ωB97M-V functional and the def2-TZVPD basis", "symbols": ["H", "N", "B", "N", "C", "Pt", "H", "C", "H", "C", "H", "C", "H", "H", "H", "N", "N", "N", "N", "C", "C", "H", "H", "C", "C", "C", "C", "H", "H", "H", "H", "H", "F"], "positions_angstrom": [[0.97770, 3.01627, 1.69417], [0.69461, 1.66397, 0.12548], [0.21785, 0.48793, -2.07365], [0.60588, 1.75471, -1.23759], [0.95808, 2.99355, -1.59863], [0.08226, 0.10116, 1.16230], [0.98434, 3.20249, -2.65941], [1.16602, 3.73063, -0.43729], [1.42701, 4.76914, -0.37677], [0.95028, 2.89242, 0.62559], [0.24374, 0.60014, -3.24584], [-1.35819, -1.86821, 4.51625], [-0.69237, -2.41143, 5.26962], [-0.82763, -1.80569, 3.47304], [-2.21919, -2.48194, 4.26145], [-1.15141, 0.09135, -1.53685], [1.22395, -0.57908, -1.51929], [-1.29616, -0.12700, -0.20301], [1.32780, -0.74129, -0.16366], [-2.32029, -0.18558, -2.13665], [2.04817, -1.45996, -2.12978], [-2.34665, -0.08992, -3.19363], [2.05615, -1.42474, -3.19404], [-3.26076, -0.52992, -1.16499], [2.66785, -2.21066, -1.12584], [-2.56822, -0.48056, 0.05181], [2.17257, -1.77227, 0.08423], [-4.29497, -0.76838, -1.33627], [3.38524, -2.99104, -1.28364], [-2.88324, -0.68406, 1.05353], [2.31266, -2.05886, 1.10911], [-1.92201, -0.95537, 4.90097], [1.63893, 0.32221, 2.28928]], "mol_weight_g_mol": 443.15, "total_charge": 0, "s2": 2.005, "spin_multiplicity": 3, "homo_lumo_gap_ev": [7.57, 8.84], "homo_ev": [-6.959, -8.741], "total_energy_ev": -26176.8076}



No. 5
{"formula": "C2H12N2O2", "method": "the ωB97M-V functional and the def2-TZVPD basis", "symbols": ["C", "N", "C", "N", "H", "H", "H", "H", "H", "H", "H", "H", "O", "H", "H", "O", "H", "H"], "positions_angstrom": [[-1.28460, -1.50492, 1.25439], [-1.01330, -1.08968, -0.09500], [-0.34972, 0.10179, -0.33779], [0.80473, -0.04894, -1.26134], [-2.18397, -2.04974, 1.23391], [-0.50045, -2.24028, 1.42085], [-1.11076, -0.83929, 2.04479], [-1.66489, -1.32584, -0.87604], [0.08802, 0.60859, 0.61142], [-1.04708, 0.88397, -0.77621], [1.54015, 0.54950, -0.85578], [1.04143, -0.99771, -0.95679], [2.48416, -4.09112, 2.64067], [2.28977, -3.58749, 3.41767], [2.56140, -3.62065, 1.73940], [-0.46737, 6.67544, -2.72461], [-1.28816, 6.50649, -3.19432], [0.10065, 6.06986, -3.28521]], "mol_weight_g_mol": 96.13, "smiles": "CNCN.O.O", "total_charge": 0, "homo_lumo_gap_ev": 9.23, "homo_ev": -8.608, "total_energy_ev": -9341.9995}



No. 6
{"formula": "C3H9NO", "method": "the ωB97M-V functional and the def2-TZVPD basis", "symbols": ["N", "C", "C", "C", "O", "H", "H", "H", "H", "H", "H", "H", "H", "H"], "positions_angstrom": [[-1.61928, 0.53976, 0.98169], [-1.14092, 0.18693, -0.37640], [0.27441, 0.64250, -0.62847], [1.36632, -0.23203, 0.17942], [1.57617, -1.55995, -0.21708], [-0.88574, 0.73611, 1.57478], [-2.15928, -0.19549, 1.23078], [-1.11255, -0.93569, -0.32582], [-1.64562, 0.43868, -1.30828], [0.43958, 1.60550, -0.04736], [0.56606, 0.86296, -1.64612], [1.11764, -0.29757, 1.22187], [2.51308, 0.16354, 0.04270], [0.71014, -1.95526, -0.68169]], "mol_weight_g_mol": 75.11, "smiles": "NCCCO", "total_charge": 0, "homo_lumo_gap_ev": 10.28, "homo_ev": -9.373, "total_energy_ev": -6792.7230}